C39H45I2LuN5Si3 | the ωB97M-V functional and the def2-TZVPD basis

Positions of all 95 atoms, in Å:
1 Lu -0.031 0.210 -0.297
2 C -4.371 -2.383 -1.585
3 Si -2.480 -2.117 -1.590
4 C -1.811 -3.727 -2.400
5 C -2.143 -0.746 -2.920
6 C -1.778 -1.574 0.109
7 Si -1.103 -3.076 1.127
8 C -1.047 -2.829 3.037
9 C 0.748 -3.535 0.864
10 C -2.025 -4.734 0.894
11 Si -3.037 -0.749 1.257
12 C -4.253 0.716 0.941
13 C -4.260 -1.916 2.161
14 C -1.864 0.092 2.555
15 C -2.367 0.414 3.811
16 C -1.548 0.910 4.804
17 C -0.204 1.086 4.501
18 C 0.226 0.775 3.225
19 N -0.568 0.301 2.260
20 H -4.734 -2.609 -2.583
21 H -4.919 -1.522 -1.220
22 H -4.629 -3.223 -0.950
23 H -2.556 -4.518 -2.390
24 H -0.924 -4.106 -1.905
25 H -1.546 -3.557 -3.440
26 H -1.826 -1.209 -3.849
27 H -1.358 -0.027 -2.642
28 H -3.045 -0.187 -3.149
29 H -0.312 -2.087 3.336
30 H -0.772 -3.763 3.518
31 H -2.000 -2.530 3.453
32 H 1.399 -2.669 0.791
33 H 0.893 -4.129 -0.031
34 H 1.082 -4.137 1.705
35 H -3.049 -4.661 1.239
36 H -1.546 -5.525 1.464
37 H -2.056 -5.051 -0.139
38 H -4.779 0.630 -0.002
39 H -3.784 1.692 0.981
40 H -5.010 0.705 1.721
41 H -5.244 -1.853 1.707
42 H -4.375 -1.665 3.210
43 H -3.953 -2.951 2.108
44 H -3.416 0.259 4.000
45 H -1.937 1.134 5.786
46 H 0.490 1.451 5.241
47 H 1.271 0.904 2.963
48 C -3.601 3.163 -1.505
49 C -2.736 2.125 -1.155
50 N -1.609 2.290 -0.484
51 C -1.265 3.551 -0.128
52 C -2.079 4.667 -0.441
53 C -3.278 4.444 -1.137
54 C -1.674 5.982 -0.078
55 C -0.488 6.196 0.532
56 C 0.380 5.110 0.836
57 C 1.645 5.335 1.401
58 C 2.459 4.255 1.634
59 C 1.981 2.980 1.331
60 N 0.804 2.721 0.792
61 C -0.002 3.776 0.535
62 H -4.507 2.939 -2.042
63 H -2.982 1.109 -1.427
64 H -3.914 5.284 -1.373
65 H -2.329 6.806 -0.318
66 H -0.161 7.193 0.786
67 H 1.963 6.343 1.626
68 H 3.450 4.380 2.038
69 H 2.618 2.132 1.540
70 I 1.182 -2.077 -2.154
71 C 2.315 -0.684 -3.337
72 C 3.212 -1.254 -4.199
73 C 3.946 -0.440 -5.069
74 C 3.730 0.906 -5.048
75 C 2.806 1.492 -4.159
76 C 2.595 2.883 -4.206
77 C 1.698 3.456 -3.360
78 C 1.008 2.666 -2.427
79 C 1.147 1.291 -2.276
80 C 2.067 0.701 -3.220
81 H 3.331 -2.326 -4.222
82 H 4.650 -0.890 -5.750
83 H 4.256 1.561 -5.727
84 H 3.148 3.471 -4.923
85 H 1.520 4.522 -3.392
86 H 0.318 3.219 -1.802
87 I 6.424 1.201 0.373
88 C 4.598 0.284 0.781
89 C 4.275 -0.516 1.859
90 N 2.975 -0.824 1.725
91 N 2.432 -0.273 0.627
92 C 3.417 0.402 0.040
93 H 4.879 -0.853 2.678
94 H 2.433 -1.458 2.300
95 H 3.272 0.952 -0.872

Gap between HOMO and LUMO: 7.0 eV
Strongest force on any atom: 1.07 eV/A
Total charge: +1
HOMO level: -0.3675 Eh

C39H45N2O6TeTi | the ωB97M-V functional and the def2-TZVPD basis

Positions of all 94 atoms, in Å:
1 Ti -5.571 7.174 15.173
2 O -5.435 8.227 11.250
3 C -5.730 8.581 12.385
4 O -5.237 8.002 13.461
5 C -6.621 9.772 12.616
6 C -6.187 10.851 13.603
7 C -7.115 12.088 13.451
8 C -8.413 11.623 14.106
9 C -8.017 10.227 14.536
10 O -6.636 10.366 14.869
11 C -7.977 9.342 13.256
12 C -8.031 7.812 13.585
13 O -8.668 7.113 12.818
14 O -7.466 7.420 14.675
15 H -6.808 10.225 11.625
16 H -5.122 11.129 13.628
17 H -6.705 12.981 13.968
18 H -7.235 12.415 12.434
19 H -8.686 12.303 14.917
20 H -9.280 11.614 13.456
21 H -8.512 9.739 15.372
22 H -8.873 9.564 12.648
23 C -11.227 5.517 15.108
24 C -10.633 6.865 15.543
25 C -10.628 7.021 17.056
26 C -11.724 7.533 17.767
27 C -11.728 7.601 19.171
28 C -10.548 7.248 19.818
29 C -9.385 6.857 19.103
30 C -8.122 6.537 19.872
31 C -7.996 5.048 20.159
32 C -9.435 6.696 17.736
33 N -8.300 6.251 17.037
34 C -8.180 5.050 16.663
35 C -6.926 4.509 16.110
36 C -6.644 3.179 16.138
37 C -5.313 3.009 15.714
38 C -4.825 4.260 15.456
39 N -5.822 5.194 15.675
40 H -10.745 4.723 15.659
41 H -11.122 5.328 14.035
42 H -12.336 5.488 15.330
43 H -11.170 7.684 15.041
44 H -9.593 6.917 15.202
45 H -12.622 7.862 17.281
46 H -12.609 7.905 19.771
47 H -10.460 7.201 20.902
48 H -8.120 7.151 20.781
49 H -7.278 6.833 19.251
50 H -8.860 4.628 20.643
51 H -7.068 4.873 20.722
52 H -7.907 4.568 19.183
53 H -8.990 4.318 16.843
54 H -7.289 2.439 16.547
55 H -4.773 2.077 15.659
56 H -3.866 4.641 15.127
57 C -5.952 8.355 16.922
58 H -5.417 9.295 16.834
59 H -5.640 7.813 17.819
60 H -7.009 8.526 16.982
61 C -1.778 7.107 16.648
62 C -2.540 7.768 15.473
63 C -2.802 9.269 15.741
64 O -3.761 7.089 15.491
65 H -0.740 7.443 16.623
66 H -1.749 6.045 16.558
67 H -2.297 7.407 17.565
68 H -2.046 7.639 14.490
69 H -3.294 9.301 16.713
70 H -3.394 9.751 14.930
71 H -1.833 9.706 15.820
72 Te -5.197 12.267 17.311
73 C -4.130 13.535 18.556
74 C -2.749 13.475 18.469
75 C -1.959 14.308 19.254
76 C -2.533 15.127 20.216
77 C -3.923 15.165 20.306
78 C -4.732 14.389 19.462
79 C -6.710 11.517 18.605
80 C -6.443 11.141 19.928
81 C -7.402 10.453 20.631
82 C -8.612 10.056 20.040
83 C -8.830 10.426 18.702
84 C -7.898 11.181 18.010
85 H -2.211 12.846 17.772
86 H -0.872 14.309 19.131
87 H -1.889 15.737 20.804
88 H -4.429 15.756 21.045
89 H -5.784 14.382 19.492
90 H -5.493 11.377 20.392
91 H -7.244 10.105 21.646
92 H -9.328 9.490 20.597
93 H -9.728 10.031 18.244
94 H -8.045 11.527 16.992

Gap between HOMO and LUMO: 7.3 eV
Relative energy (zero: lowest compared OMol25 entry of this formula, charge and spin): 3.4 kcal per mole
Strongest force on any atom: 2.00 eV/A
Total charge: -1
HOMO level: -0.1932 Eh

C39H45N4 | the ωB97M-V functional and the def2-TZVPD basis

Positions of all 88 atoms, in Å:
1 C -6.480 -0.288 -0.948
2 C -5.023 -0.038 -1.212
3 C -4.489 1.230 -1.008
4 C -3.138 1.486 -1.191
5 C -2.624 2.871 -0.938
6 C -2.277 0.435 -1.553
7 N -0.922 0.733 -1.823
8 C 0.245 0.272 -1.212
9 N 1.309 0.694 -2.063
10 C 2.657 0.409 -1.878
11 C 3.000 -0.984 -1.899
12 C 2.022 -1.969 -2.109
13 C 4.358 -1.318 -1.650
14 C 5.299 -0.348 -1.349
15 C 6.675 -0.731 -0.903
16 C 4.945 1.006 -1.453
17 C 3.637 1.400 -1.737
18 C 3.341 2.876 -1.810
19 C 0.844 1.592 -3.081
20 C -0.652 1.493 -3.015
21 C -2.809 -0.825 -1.883
22 C -1.944 -1.928 -2.415
23 C -4.174 -1.052 -1.680
24 H -6.735 -1.340 -1.117
25 H -6.745 -0.032 0.088
26 H -7.116 0.326 -1.602
27 H -5.138 2.043 -0.691
28 H -1.613 2.892 -0.500
29 H -2.615 3.494 -1.850
30 H -3.289 3.378 -0.222
31 H 2.312 -3.019 -2.005
32 H 0.534 0.841 -0.277
33 H 1.150 -1.740 -2.731
34 H 4.665 -2.371 -1.670
35 H 7.335 0.140 -0.935
36 H 6.660 -1.112 0.125
37 H 7.091 -1.519 -1.539
38 H 5.714 1.767 -1.285
39 H 4.165 3.441 -1.350
40 H 3.262 3.248 -2.845
41 H 2.426 3.155 -1.267
42 H 1.172 2.627 -2.934
43 H 1.225 1.296 -4.063
44 H -1.068 0.945 -3.868
45 H -1.162 2.458 -2.975
46 H -2.558 -2.819 -2.600
47 H -1.461 -1.651 -3.362
48 H -1.164 -2.215 -1.700
49 H -4.598 -2.051 -1.876
50 C -5.722 -0.389 2.940
51 N -4.462 0.269 3.181
52 C -4.532 1.355 4.131
53 C -3.327 0.038 2.445
54 C -2.359 1.054 2.301
55 C -1.288 0.907 1.426
56 C -1.071 -0.327 0.816
57 C 0.199 -0.543 -0.063
58 C 1.447 -0.580 0.964
59 C 2.409 -1.643 1.217
60 C 2.602 -2.924 0.698
61 C 3.835 -3.538 0.950
62 C 4.820 -2.935 1.731
63 C 4.586 -1.714 2.357
64 C 3.370 -1.106 2.129
65 N 2.985 0.194 2.435
66 C 3.651 1.045 3.397
67 C 1.840 0.498 1.730
68 C -1.902 -1.413 1.082
69 C -3.056 -1.212 1.828
70 H -5.640 -1.187 2.200
71 H -6.105 -0.805 3.879
72 H -6.469 0.338 2.586
73 H -3.585 1.488 4.658
74 H -4.796 2.305 3.655
75 H -5.303 1.123 4.865
76 H -2.480 1.998 2.824
77 H -0.601 1.747 1.284
78 H 0.316 -1.502 -0.617
79 H 1.816 -3.372 0.075
80 H 4.025 -4.511 0.506
81 H 5.766 -3.429 1.873
82 H 5.295 -1.219 2.998
83 H 4.728 0.897 3.293
84 H 3.380 2.086 3.203
85 H 3.366 0.780 4.423
86 H 1.375 1.477 1.803
87 H -1.619 -2.409 0.714
88 H -3.742 -2.040 1.948

Gap between HOMO and LUMO: 4.8 eV
Relative energy (zero: lowest compared OMol25 entry of this formula, charge and spin): 57.2 kcal per mole
Strongest force on any atom: 6.30 eV/A
Total charge: +1
HOMO level: -0.3483 Eh

C39H46AuN4OSTe | the ωB97M-V functional and the def2-TZVPD basis

Positions of all 93 atoms, in Å:
1 Au -1.508 -1.698 0.977
2 N -0.318 -2.824 2.271
3 C 0.067 -2.182 3.557
4 C -1.146 -1.712 4.343
5 N -1.841 -0.637 3.645
6 H -0.809 -3.692 2.467
7 H 0.522 -3.095 1.768
8 H 0.714 -1.336 3.321
9 H 0.639 -2.890 4.159
10 H -0.804 -1.438 5.346
11 H -1.839 -2.548 4.468
12 H -1.379 0.256 3.770
13 H -2.795 -0.543 3.966
14 C 2.182 4.275 4.963
15 C 1.087 3.924 3.997
16 C 1.326 3.836 2.631
17 C 0.303 3.570 1.735
18 C 0.655 3.383 0.273
19 C -1.007 3.371 2.215
20 Te -2.487 3.162 0.713
21 N -2.110 1.230 0.417
22 C -2.888 0.494 -0.352
23 O -2.697 -0.767 -0.405
24 C -4.070 0.978 -1.126
25 C -5.254 0.248 -1.030
26 C -6.395 0.681 -1.683
27 C -6.361 1.834 -2.457
28 C -5.175 2.541 -2.592
29 C -4.034 2.116 -1.927
30 C -4.334 3.443 1.695
31 C -5.150 2.426 2.184
32 C -4.745 0.982 2.335
33 C -6.417 2.779 2.642
34 C -6.867 4.089 2.658
35 C -8.236 4.441 3.162
36 C -6.005 5.085 2.198
37 C -4.749 4.789 1.701
38 C -3.862 5.921 1.242
39 C -1.259 3.373 3.596
40 C -2.588 3.031 4.220
41 C -0.199 3.668 4.451
42 H 3.151 4.325 4.469
43 H 2.243 3.544 5.769
44 H 1.987 5.246 5.421
45 H 2.331 3.995 2.253
46 H 1.604 3.868 0.044
47 H -0.089 3.859 -0.369
48 H 1.559 1.515 0.270
49 H -5.267 -0.658 -0.439
50 H -7.311 0.112 -1.598
51 H -7.252 2.169 -2.972
52 H -5.133 3.415 -3.228
53 H -3.104 2.647 -2.101
54 H -3.704 0.792 2.087
55 H -5.377 0.344 1.716
56 H -4.901 0.678 3.373
57 H -7.060 1.993 3.022
58 H -8.773 3.561 3.510
59 H -8.825 4.912 2.374
60 H -8.171 5.153 3.987
61 H -6.330 6.119 2.218
62 H -4.412 6.860 1.248
63 H -3.492 5.784 0.224
64 H -2.999 6.046 1.904
65 H -3.084 2.223 3.684
66 H -3.265 3.886 4.234
67 H -2.438 2.714 5.252
68 H -0.391 3.684 5.518
69 N 0.741 1.974 -0.119
70 S 0.998 2.095 -2.796
71 C 0.707 0.420 -3.244
72 C -0.294 -0.283 -2.581
73 C -0.624 -1.554 -3.023
74 C 0.028 -2.105 -4.118
75 C 1.011 -1.386 -4.788
76 C 1.355 -0.116 -4.359
77 C 2.714 2.330 -2.789
78 C 3.138 3.652 -2.991
79 C 4.488 3.943 -2.966
80 C 5.412 2.930 -2.741
81 C 4.989 1.620 -2.529
82 C 3.643 1.311 -2.544
83 H -0.091 1.444 0.159
84 H -0.814 0.149 -1.735
85 H -1.402 -2.105 -2.512
86 H -0.241 -3.095 -4.462
87 H 1.502 -1.808 -5.654
88 H 2.102 0.459 -4.891
89 H 2.409 4.429 -3.188
90 H 4.823 4.957 -3.137
91 H 6.470 3.160 -2.731
92 H 5.717 0.841 -2.347
93 H 3.309 0.299 -2.366

Gap between HOMO and LUMO (spin up / spin down): 8.8 / 5.7 eV
Multiplicity: 2
Relative energy (zero: lowest compared OMol25 entry of this formula, charge and spin): 0.0 kcal per mole
Strongest force on any atom: 0.33 eV/A
Total charge: +2
HOMO level (spin up / spin down): -0.4880 / -0.4880 Eh

C39H46AuN4OSTe | the ωB97M-V functional and the def2-TZVPD basis

Positions of all 93 atoms, in Å:
1 Au 0.353 -1.492 2.240
2 N -1.574 -2.139 2.952
3 C -1.601 -3.606 3.174
4 C -0.910 -4.306 2.014
5 N 0.476 -3.814 1.889
6 H -1.814 -1.632 3.799
7 H -2.264 -1.862 2.258
8 H -2.623 -3.967 3.286
9 H -1.069 -3.808 4.104
10 H -1.431 -4.082 1.081
11 H -0.949 -5.385 2.163
12 H 0.841 -3.960 0.954
13 H 1.101 -4.280 2.538
14 C 1.372 -3.462 -6.141
15 C 1.016 -2.447 -5.094
16 C 0.893 -2.796 -3.758
17 C 0.559 -1.878 -2.767
18 C 0.497 -2.390 -1.351
19 C 0.326 -0.553 -3.151
20 Te -0.116 1.089 -1.883
21 N -0.330 0.201 -0.116
22 C -0.487 1.008 0.914
23 O -0.421 0.560 2.111
24 C -0.741 2.478 0.820
25 C 0.272 3.360 1.191
26 C 0.058 4.726 1.111
27 C -1.176 5.213 0.697
28 C -2.194 4.335 0.356
29 C -1.977 2.965 0.407
30 C -2.069 1.459 -2.566
31 C -2.383 2.767 -2.958
32 C -1.446 3.947 -2.882
33 C -3.659 2.999 -3.467
34 C -4.605 1.992 -3.575
35 C -5.975 2.262 -4.125
36 C -4.260 0.711 -3.145
37 C -3.003 0.418 -2.643
38 C -2.689 -0.991 -2.213
39 C 0.467 -0.159 -4.496
40 C 0.252 1.252 -4.981
41 C 0.802 -1.119 -5.439
42 H 1.575 -4.436 -5.699
43 H 2.254 -3.149 -6.700
44 H 0.557 -3.576 -6.857
45 H 1.064 -3.826 -3.468
46 H 0.417 -3.478 -1.377
47 H -0.340 -1.975 -0.791
48 H 1.411 -2.133 -0.808
49 H 1.221 2.970 1.543
50 H 0.847 5.414 1.384
51 H -1.346 6.281 0.652
52 H -3.161 4.714 0.052
53 H -2.773 2.278 0.145
54 H -0.673 3.850 -2.122
55 H -2.010 4.847 -2.639
56 H -0.960 4.121 -3.844
57 H -3.917 4.005 -3.779
58 H -6.081 3.298 -4.441
59 H -6.740 2.054 -3.375
60 H -6.179 1.620 -4.982
61 H -4.994 -0.084 -3.209
62 H -3.607 -1.568 -2.121
63 H -2.171 -1.011 -1.250
64 H -2.052 -1.493 -2.948
65 H 0.764 1.998 -4.367
66 H -0.810 1.503 -5.011
67 H 0.646 1.363 -5.989
68 H 0.904 -0.815 -6.474
69 N 2.277 -1.009 1.631
70 S 3.452 -0.372 2.547
71 C 2.888 1.035 3.469
72 C 1.796 0.989 4.328
73 C 1.412 2.143 4.985
74 C 2.125 3.324 4.795
75 C 3.219 3.359 3.944
76 C 3.605 2.208 3.268
77 C 3.657 -1.615 3.805
78 C 3.991 -1.259 5.104
79 C 4.240 -2.261 6.031
80 C 4.167 -3.595 5.657
81 C 3.855 -3.936 4.348
82 C 3.603 -2.947 3.410
83 H 2.319 -0.592 0.707
84 H 1.261 0.062 4.490
85 H 0.562 2.127 5.654
86 H 1.826 4.220 5.322
87 H 3.777 4.276 3.807
88 H 4.459 2.219 2.602
89 H 4.056 -0.221 5.399
90 H 4.497 -1.994 7.047
91 H 4.370 -4.370 6.384
92 H 3.831 -4.977 4.051
93 H 3.392 -3.194 2.379

Gap between HOMO and LUMO (spin up / spin down): 8.6 / 7.2 eV
Multiplicity: 2
Relative energy (zero: lowest compared OMol25 entry of this formula, charge and spin): 5.6 kcal per mole
Strongest force on any atom: 0.25 eV/A
Total charge: +2
HOMO level (spin up / spin down): -0.4801 / -0.4894 Eh